{"formula": "C38H83BrNO16S2", "method": "ωB97M-V with the def2-TZVPD basis set", "total_charge": -1, "e_tot_ev": -166705.38611, "homo_lumo_gap_ev": 5.91, "max_force_ev_per_a": 4.24, "species": ["C", "C", "C", "O", "O", "C", "C", "C", "C", "C", "C", "N", "S", "C", "Br", "C", "S", "C", "C", "C", "O", "O", "H", "H", "H", "H", "H", "H", "H", "H", "H", "H", "H", "H", "H", "H", "H", "H", "H", "H", "H", "H", "H", "H", "H", "C", "O", "C", "C", "O", "C", "H", "H", "H", "H", "H", "H", "H", "H", "H", "H", "C", "O", "C", "C", "O", "C", "H", "H", "H", "H", "H", "H", "H", "H", "H", "H", "C", "O", "C", "C", "O", "C", "H", "H", "H", "H", "H", "H", "H", "H", "H", "H", "C", "O", "C", "C", "O", "C", "H", "H", "H", "H", "H", "H", "H", "H", "H", "H", "C", "O", "C", "C", "O", "C", "H", "H", "H", "H", "H", "H", "H", "H", "H", "H", "C", "O", "C", "C", "O", "C", "H", "H", "H", "H", "H", "H", "H", "H", "H", "H"], "xyz": [[3.665616, -1.880664, -1.831356], [2.861072, -0.776710, -1.693138], [1.526245, -0.569253, -2.412787], [0.716223, 0.111461, -1.847907], [1.247356, -1.089491, -3.658939], [0.145768, -2.034824, -3.618990], [-1.271356, -1.356119, -3.724807], [-2.267934, -2.178632, -4.604224], [-3.658330, -1.473718, -4.889976], [-3.949839, -0.180667, -4.054675], [-4.452120, -0.482806, -2.595996], [-4.850907, 0.770208, -1.924239], [-3.486020, 1.668518, -1.377250], [-5.848066, 0.502327, -0.832737], [-6.071800, 2.254497, 0.132903], [-5.354528, -0.512964, 0.257515], [-5.773871, -2.272964, -0.073048], [-4.158292, -3.191769, -0.079229], [-4.456903, -4.571012, -0.782109], [-7.263109, 0.191137, -1.439492], [-8.165741, -0.396582, -0.825815], [-7.474517, 0.626896, -2.627194], [3.935401, -2.449845, -0.908046], [4.123855, -2.236864, -2.776645], [3.203009, 0.022319, -0.991445], [0.286397, -2.753761, -4.468015], [0.265447, -2.617428, -2.667033], [-1.152504, -0.329700, -4.130561], [-1.687152, -1.336077, -2.687844], [-2.488474, -3.192811, -4.176383], [-1.798477, -2.375443, -5.608059], [-4.526010, -2.169032, -4.743412], [-3.673768, -1.190098, -5.976060], [-4.822921, 0.325099, -4.550020], [-3.130389, 0.574481, -4.062928], [-3.636786, -0.943190, -1.962182], [-5.300968, -1.201530, -2.618786], [-2.702452, 0.723582, -0.738756], [-5.873463, -0.238051, 1.210062], [-4.262455, -0.396253, 0.486788], [-3.764176, -3.341760, 0.956524], [-3.413909, -2.658745, -0.726403], [-5.198163, -4.424797, -1.602975], [-4.941582, -5.275446, -0.056715], [-3.537905, -5.058330, -1.189957], [-9.689707, 4.088104, 0.764599], [-8.989689, 5.161500, 1.386258], [-8.296947, 5.973143, 0.448614], [-9.056232, 7.257880, 0.160146], [-10.281966, 7.000923, -0.516082], [-11.401641, 7.043620, 0.350132], [-10.380135, 3.665095, 1.494431], [-10.263073, 4.423451, -0.102140], [-8.981710, 3.313177, 0.459932], [-8.100487, 5.420579, -0.475831], [-7.331696, 6.229367, 0.897784], [-8.450549, 7.881973, -0.504631], [-9.232585, 7.821618, 1.082585], [-11.641447, 8.084068, 0.598465], [-11.228882, 6.478281, 1.269171], [-12.251196, 6.604110, -0.172993], [8.988077, -5.958364, -0.273250], [9.131366, -4.913527, 0.676127], [8.969975, -3.624072, 0.097401], [7.589383, -3.056340, 0.380722], [6.573148, -3.805117, -0.273130], [5.907533, -4.700407, 0.605614], [8.880533, -6.896794, 0.270593], [8.107031, -5.817961, -0.902926], [9.883580, -6.015784, -0.900851], [9.164564, -3.652883, -0.979904], [9.719428, -2.971279, 0.556644], [7.541066, -2.037706, -0.017318], [7.401555, -3.005222, 1.458408], [5.223718, -4.142927, 1.252949], [6.609312, -5.269511, 1.219634], [5.327713, -5.400158, 0.002837], [4.755530, -4.983646, 7.067180], [5.515861, -3.787552, 6.991645], [6.622968, -3.899072, 6.106075], [6.331581, -3.242582, 4.767231], [5.311232, -3.935194, 4.058066], [4.048739, -3.292537, 4.155513], [3.810067, -4.752703, 7.557601], [4.543349, -5.394217, 6.077780], [5.290824, -5.727049, 7.666939], [6.910220, -4.947054, 5.970545], [7.463114, -3.378910, 6.576887], [7.235505, -3.287529, 4.151098], [6.066531, -2.188491, 4.898527], [4.032054, -2.405158, 3.513769], [3.814616, -3.005129, 5.183180], [3.286254, -3.989489, 3.807540], [-13.251053, -1.227780, -2.331421], [-13.167711, -0.284372, -3.386527], [-13.851048, 0.926322, -3.092301], [-12.886406, 2.020750, -2.663891], [-12.275078, 1.715917, -1.421833], [-10.944525, 1.210348, -1.569844], [-12.517309, -2.010991, -2.519891], [-13.033760, -0.774155, -1.362527], [-14.250902, -1.677436, -2.312593], [-14.619002, 0.765280, -2.327364], [-14.354688, 1.240593, -4.013198], [-13.451022, 2.949536, -2.523537], [-12.131239, 2.199737, -3.436064], [-10.262201, 2.028078, -1.817668], [-10.881833, 0.438853, -2.338094], [-10.637482, 0.776428, -0.619794], [5.975086, 0.922794, 1.486598], [4.878926, 1.413080, 0.731188], [4.012188, 2.240400, 1.501958], [4.259658, 3.712071, 1.221049], [5.547207, 4.116601, 1.674294], [6.493514, 4.200384, 0.621340], [6.708649, 0.513243, 0.791656], [6.452258, 1.712202, 2.071004], [5.637813, 0.122551, 2.154786], [4.115422, 2.024929, 2.570561], [2.987485, 1.993492, 1.207706], [3.524773, 4.303708, 1.774589], [4.134754, 3.932457, 0.156324], [6.308800, 5.102464, 0.027996], [6.463089, 3.322044, -0.027856], [7.487256, 4.269786, 1.063531], [10.412942, 4.204077, 1.288878], [10.178785, 2.887465, 0.812178], [11.109270, 2.494828, -0.189347], [12.189325, 1.590624, 0.380291], [13.019100, 2.286608, 1.302843], [12.684836, 2.010771, 2.653513], [9.833998, 4.342189, 2.202198], [11.467528, 4.373414, 1.516193], [10.074891, 4.931977, 0.543932], [11.551752, 3.370507, -0.675525], [10.548496, 1.938075, -0.946724], [12.833448, 1.255326, -0.438259], [11.749063, 0.703300, 0.846550], [13.043879, 1.013792, 2.929764], [11.608128, 2.073642, 2.829266], [13.182949, 2.748376, 3.282843]], "forces_ev_per_a": [[-0.14, 0.14, 0.41], [0.59, -0.46, -0.99], [1.07, 1.64, -0.92], [-0.27, -0.29, 0.45], [0.82, -0.80, 0.91], [-0.80, -0.42, -0.12], [0.04, -0.94, 0.37], [-0.25, -0.31, -0.56], [0.23, 0.58, -0.02], [-1.21, -0.05, -0.04], [0.87, -0.01, -0.48], [0.03, -0.27, 1.39], [0.49, -0.54, -0.58], [0.60, -0.12, 0.12], [-0.51, -0.46, -0.07], [-0.18, 0.57, 0.99], [0.52, -0.08, 0.01], [0.03, -0.24, -0.75], [-0.38, -0.02, 0.55], [-2.25, 0.81, -3.50], [1.16, -0.44, 1.91], [1.66, -0.21, 1.52], [1.12, 1.29, -0.67], [-1.69, -0.61, 0.32], [-1.48, -1.18, 0.52], [0.12, 0.79, 0.62], [-0.34, 0.38, -0.81], [-0.04, -0.67, 0.42], [0.32, 0.54, -0.85], [0.46, 0.85, -0.08], [-0.23, 0.11, 0.90], [0.85, 0.44, -0.08], [-0.03, -0.18, 0.93], [0.69, -0.37, 0.49], [-0.44, -0.75, 0.11], [-0.63, 0.07, -0.71], [0.42, 0.70, -0.08], [-0.47, 0.22, -0.29], [0.35, -0.35, -0.88], [-0.86, -0.12, -0.46], [-0.23, 0.20, -0.91], [-0.56, -0.23, 0.78], [0.69, -0.04, 0.46], [0.46, 0.53, -0.59], [-0.65, 0.45, 0.37], [0.08, -0.19, 0.06], [-0.14, 0.14, -0.23], [-0.04, 0.06, 0.41], [0.09, -0.19, -0.41], [-0.04, 0.02, 0.28], [0.00, 0.01, -0.12], [0.07, 0.06, 0.05], [0.02, 0.02, -0.01], [-0.08, -0.05, -0.10], [-0.06, 0.04, 0.01], [0.03, 0.03, -0.06], [0.03, 0.01, 0.02], [-0.02, -0.08, 0.03], [-0.05, -0.01, 0.10], [0.03, 0.01, -0.02], [0.07, 0.03, -0.06], [0.09, -0.02, 0.12], [-0.14, -0.01, -0.25], [0.00, 0.00, 0.45], [-0.05, 0.06, -0.47], [0.18, -0.13, 0.19], [-0.18, 0.04, -0.07], [0.05, 0.06, 0.05], [0.01, 0.04, -0.01], [-0.05, -0.05, -0.09], [-0.09, -0.01, 0.02], [-0.01, 0.04, -0.03], [0.03, 0.03, 0.03], [0.05, -0.07, 0.00], [0.04, -0.10, 0.13], [0.00, 0.07, 0.03], [0.03, 0.09, -0.07], [0.01, 0.09, 0.12], [-0.04, -0.22, -0.21], [-0.08, 0.42, 0.15], [0.12, -0.41, -0.18], [-0.08, 0.17, 0.23], [-0.02, -0.05, -0.13], [0.07, 0.06, 0.03], [0.04, 0.00, -0.01], [-0.04, -0.09, -0.05], [-0.06, 0.03, -0.07], [0.03, -0.01, -0.04], [0.04, 0.02, 0.03], [-0.03, -0.04, 0.08], [-0.08, 0.06, 0.06], [0.05, 0.01, -0.02], [0.09, -0.01, -0.04], [0.05, -0.04, -0.12], [-0.16, 0.01, 0.25], [0.30, 0.04, -0.39], [-0.14, -0.01, 0.52], [-0.12, -0.08, -0.28], [0.16, 0.04, 0.17], [-0.01, 0.06, -0.06], [0.00, 0.03, -0.01], [-0.03, -0.02, 0.10], [0.08, 0.02, 0.05], [-0.03, 0.03, 0.01], [-0.05, 0.02, -0.08], [-0.03, -0.10, -0.02], [0.09, -0.11, -0.08], [0.03, 0.05, 0.01], [-0.01, 0.04, -0.05], [-0.07, -0.09, -0.13], [0.15, 0.07, 0.24], [-0.17, 0.02, -0.46], [0.04, 0.00, 0.46], [0.03, -0.15, -0.24], [0.03, 0.12, 0.09], [-0.08, 0.00, -0.03], [-0.02, 0.01, 0.01], [0.07, 0.00, 0.08], [0.07, 0.06, -0.03], [-0.01, 0.02, 0.03], [-0.04, -0.02, -0.03], [0.02, -0.09, 0.01], [0.04, -0.04, -0.11], [-0.03, 0.02, 0.01], [-0.06, 0.00, 0.05], [-0.15, -0.05, -0.02], [0.25, 0.15, 0.04], [-0.27, -0.34, 0.14], [0.27, 0.32, -0.19], [-0.27, -0.06, 0.10], [0.12, 0.01, -0.01], [-0.04, -0.07, -0.06], [0.02, -0.01, -0.04], [0.07, 0.10, 0.04], [0.05, -0.03, 0.07], [0.04, 0.00, -0.03], [-0.03, -0.03, -0.02], [-0.07, 0.06, 0.01], [-0.08, -0.02, 0.08], [0.01, -0.02, -0.04], [0.05, -0.02, -0.08]], "lowdin_charge": [0.04, -0.05, -0.49, 0.12, -0.05, -0.16, -0.17, -0.20, -0.19, -0.20, -0.28, -0.50, 0.70, -0.75, 0.69, -0.49, 0.87, -0.53, -0.20, -0.77, -0.06, -0.09, 0.06, 0.08, 0.10, 0.12, 0.13, 0.12, 0.10, 0.11, 0.10, 0.11, 0.10, 0.12, 0.08, 0.07, 0.11, -0.12, 0.05, 0.07, 0.07, 0.05, 0.06, 0.07, 0.06, -0.10, -0.20, -0.21, -0.21, -0.19, -0.12, 0.09, 0.08, 0.06, 0.13, 0.12, 0.12, 0.12, 0.08, 0.08, 0.09, -0.11, -0.19, -0.20, -0.20, -0.20, -0.10, 0.09, 0.08, 0.09, 0.13, 0.12, 0.12, 0.12, 0.08, 0.09, 0.09, -0.11, -0.19, -0.20, -0.20, -0.21, -0.11, 0.09, 0.08, 0.09, 0.13, 0.12, 0.12, 0.13, 0.08, 0.09, 0.09, -0.11, -0.19, -0.21, -0.22, -0.21, -0.09, 0.09, 0.09, 0.08, 0.12, 0.12, 0.12, 0.13, 0.09, 0.09, 0.08, -0.10, -0.20, -0.20, -0.20, -0.19, -0.10, 0.08, 0.09, 0.08, 0.13, 0.13, 0.13, 0.13, 0.09, 0.09, 0.07, -0.12, -0.20, -0.20, -0.20, -0.19, -0.11, 0.09, 0.08, 0.09, 0.13, 0.12, 0.12, 0.12, 0.09, 0.08, 0.09]}